(1)
# C3H3N3O

C3H3N3O in the gas phase at a distorted geometry (ωB97M-V/def2-TZVPD, the OMol25 dataset).

Structure (XYZ):
```
10
Properties=species:S:1:pos:R:3:forces:R:3
O 2.271 0.252 -0.076 -0.12 4.43 0.87
C 1.458 -0.685 0.017 -3.35 -4.48 -0.82
C 0.026 -0.474 0.185 2.18 2.35 -1.05
N -0.388 0.885 0.076 0.69 -1.44 0.61
C -1.693 0.775 -0.055 2.04 -0.76 0.55
N -2.097 -0.579 -0.104 0.41 0.67 0.47
N -1.016 -1.308 0.057 -0.86 -0.12 -0.34
H 1.688 1.113 0.126 1.29 -1.57 -0.68
H 1.959 -1.707 -0.245 -1.32 1.66 0.90
H -2.206 1.729 0.019 -0.95 -0.74 -0.51
```
Positions in Å, forces in eV/Å.

E_HOMO: -0.3576 Ha
Kohn-Sham gap: 8.716 eV
Energy above the lowest of the compared OMol25 structures with the same formula, charge and spin: 256.4 kJ/mol


(2)
# C67H62F10IN3O3P

A molecular structure, C67H62F10IN3O3P at a distorted geometry (ωB97M-V/def2-TZVPD, the OMol25 dataset).

Structure (XYZ):
```
147
Properties=species:S:1:pos:R:3:forces:R:3
N -3.570 9.230 -0.466 1.35 -0.33 0.01
C -2.320 8.621 -0.997 1.07 0.47 -0.37
C -2.544 7.311 -1.893 -1.49 2.18 -0.39
N -2.194 6.001 -1.226 1.66 -0.66 0.07
I -3.093 4.510 -2.429 -0.49 -0.47 -0.41
C -0.741 5.661 -1.202 6.83 -1.76 0.35
C 0.422 6.668 -1.425 -0.57 -0.82 0.31
C 1.923 6.338 -1.363 -2.91 -2.34 0.43
N 2.357 5.012 -1.128 -4.05 1.41 -0.29
C 1.330 4.054 -0.960 -1.37 0.39 0.07
C -0.200 4.201 -0.945 1.46 3.65 -0.63
P -2.944 5.787 0.396 -5.71 -1.37 3.84
O -4.464 6.013 0.275 5.04 0.05 -0.16
O -2.220 6.717 1.608 0.02 -1.67 -3.18
O -2.783 4.152 0.905 1.77 3.78 -0.65
H -3.260 10.125 -0.040 -0.73 -0.91 -0.22
H -4.010 8.627 0.244 0.27 0.48 -0.30
H -1.508 8.434 -0.194 -1.12 0.11 -1.16
H -1.853 9.414 -1.698 -0.71 -1.33 1.03
H -3.678 7.264 -2.113 1.87 0.07 0.34
H -1.972 7.386 -2.877 -0.68 -0.45 1.46
H 0.148 7.762 -1.657 0.53 -1.90 0.40
H 2.712 7.156 -1.508 -1.43 -1.41 0.21
H 1.700 2.973 -0.808 -0.61 1.98 -0.19
H -0.897 3.301 -0.781 1.48 1.82 -0.30
H -1.285 6.936 1.380 -0.55 -0.12 0.35
H -1.992 4.147 1.510 -0.85 -0.40 -0.59
F -0.986 1.521 -0.742 0.07 -0.03 -0.21
C -1.420 0.390 -0.136 -0.51 -1.33 0.66
C -1.842 -0.679 -0.910 0.06 0.22 -0.27
C -2.283 -1.842 -0.285 0.07 0.20 0.25
C -2.305 -1.917 1.105 -0.01 -0.05 -0.06
C -1.882 -0.836 1.871 -0.02 -0.05 -0.21
C -1.432 0.323 1.248 0.09 0.30 -0.06
H -1.825 -0.598 -1.991 0.06 -0.03 0.05
H -2.609 -2.688 -0.881 0.03 0.12 0.00
H -2.652 -2.823 1.592 0.04 0.12 -0.02
H -1.905 -0.895 2.954 0.02 0.04 -0.12
H -1.091 1.172 1.830 0.01 -0.04 -0.01
F -1.757 -6.201 3.882 0.14 -0.04 -0.04
C -2.990 -5.723 4.114 -0.70 0.27 0.16
C -3.505 -5.763 5.400 0.12 -0.06 0.11
C -4.781 -5.263 5.642 0.03 0.05 -0.32
C -5.531 -4.737 4.591 -0.04 0.03 0.04
C -5.005 -4.707 3.303 0.09 -0.05 0.27
C -3.725 -5.197 3.064 0.10 0.02 -0.15
H -2.910 -6.183 6.203 0.00 0.03 -0.07
H -5.190 -5.282 6.646 0.08 -0.03 -0.08
H -6.527 -4.351 4.780 0.11 -0.04 -0.03
H -5.592 -4.302 2.485 0.08 -0.04 0.06
H -3.297 -5.174 2.068 0.00 -0.08 0.05
F -4.337 -4.316 -2.491 -0.14 0.04 0.18
C -3.334 -4.473 -3.373 0.63 -0.13 -0.55
C -3.197 -3.570 -4.414 -0.12 0.12 0.10
C -2.157 -3.728 -5.324 -0.06 -0.18 0.38
C -1.272 -4.795 -5.187 0.04 0.00 -0.02
C -1.423 -5.700 -4.140 -0.13 0.29 -0.11
C -2.457 -5.535 -3.224 -0.07 -0.09 0.19
H -3.900 -2.750 -4.508 0.01 -0.06 0.03
H -2.037 -3.023 -6.135 -0.12 -0.09 0.27
H -0.464 -4.920 -5.900 -0.11 0.02 0.07
H -0.736 -6.533 -4.038 -0.09 0.08 0.03
H -2.584 -6.225 -2.397 -0.04 0.04 -0.05
F 0.469 -0.928 -3.547 -0.17 0.00 -0.05
C 1.714 -0.609 -3.157 0.74 0.12 0.24
C 1.913 0.514 -2.368 -0.08 0.09 0.00
C 3.202 0.843 -1.959 0.04 -0.24 -0.49
C 4.278 0.051 -2.354 0.06 0.07 0.04
C 4.067 -1.071 -3.150 -0.20 0.15 0.23
C 2.777 -1.407 -3.549 -0.12 -0.22 -0.04
H 1.064 1.122 -2.078 -0.02 -0.10 -0.04
H 3.369 1.713 -1.337 0.04 -0.10 -0.22
H 5.284 0.310 -2.039 -0.11 -0.03 -0.03
H 4.906 -1.685 -3.459 -0.11 0.03 0.03
H 2.594 -2.281 -4.162 -0.04 0.07 0.01
F 3.098 1.214 0.764 -0.32 0.21 0.22
C 4.064 0.581 1.456 0.78 -0.52 0.57
C 5.191 1.284 1.850 -0.10 0.18 -0.10
C 6.187 0.630 2.569 -0.26 -0.22 -0.06
C 6.048 -0.721 2.877 0.05 0.02 0.04
C 4.912 -1.417 2.472 0.11 0.29 -0.01
C 3.912 -0.762 1.762 -0.22 -0.03 -0.13
H 5.286 2.333 1.593 -0.03 -0.04 0.01
H 7.070 1.171 2.888 -0.12 -0.05 -0.16
H 6.827 -1.231 3.434 -0.06 0.06 -0.08
H 4.807 -2.471 2.709 -0.03 0.12 -0.03
H 3.017 -1.286 1.446 0.04 0.05 -0.03
F -4.485 -5.332 9.409 -0.17 -0.04 -0.08
C -3.236 -5.015 9.787 0.77 0.20 0.24
C -3.026 -3.893 10.573 -0.16 0.09 0.03
C -1.733 -3.568 10.968 0.05 -0.29 -0.21
C -0.663 -4.363 10.564 0.03 0.05 0.03
C -0.885 -5.485 9.770 -0.16 0.22 0.13
C -2.179 -5.816 9.384 -0.08 -0.11 -0.13
H -3.870 -3.283 10.871 0.02 -0.07 -0.02
H -1.558 -2.697 11.590 -0.06 -0.08 -0.07
H 0.347 -4.106 10.869 -0.11 -0.04 -0.03
H -0.050 -6.100 9.452 -0.11 0.03 0.03
H -2.371 -6.691 8.773 -0.03 0.04 0.04
F 9.318 0.332 3.159 -0.04 -0.09 -0.16
C 9.690 0.841 4.347 0.28 0.34 0.81
C 11.038 0.958 4.644 0.10 -0.06 -0.16
C 11.422 1.490 5.871 -0.35 0.00 0.02
C 10.454 1.887 6.790 0.04 0.02 0.03
C 9.103 1.759 6.483 0.28 -0.04 -0.13
C 8.717 1.238 5.252 -0.13 -0.06 -0.11
H 11.777 0.637 3.920 -0.07 0.02 0.01
H 12.475 1.593 6.111 -0.10 -0.04 -0.06
H 10.755 2.297 7.749 -0.04 -0.05 -0.11
H 8.350 2.065 7.201 0.05 -0.03 -0.10
H 7.670 1.140 4.992 0.06 -0.04 0.05
F -7.657 -1.176 4.117 -0.04 -0.07 0.01
C -6.816 -0.166 3.850 0.46 0.54 -0.14
C -5.703 0.025 4.654 0.04 -0.14 0.14
C -4.829 1.069 4.373 -0.23 0.02 -0.25
C -5.082 1.916 3.298 0.07 0.00 0.01
C -6.205 1.719 2.499 0.13 -0.14 0.22
C -7.075 0.668 2.773 -0.14 -0.05 -0.09
H -5.527 -0.641 5.491 -0.04 0.00 -0.07
H -3.951 1.223 4.991 -0.11 -0.04 -0.01
H -4.400 2.733 3.082 -0.09 -0.06 0.00
H -6.402 2.382 1.664 -0.01 -0.08 0.08
H -7.949 0.494 2.157 0.03 -0.01 0.07
F -1.040 -3.387 -7.840 0.27 -0.13 -0.24
C -1.349 -2.683 -8.942 -0.19 0.48 -0.82
C -2.104 -3.276 -9.941 -0.06 -0.20 0.08
C -2.426 -2.544 -11.079 0.19 0.24 0.18
C -1.980 -1.231 -11.209 -0.02 -0.01 -0.03
C -1.217 -0.648 -10.201 -0.15 -0.26 -0.08
C -0.905 -1.376 -9.058 0.12 0.06 0.21
H -2.436 -4.302 -9.825 0.03 0.06 0.03
H -3.023 -2.995 -11.864 0.07 0.01 0.10
H -2.227 -0.662 -12.099 0.03 -0.06 0.10
H -0.867 0.374 -10.304 -0.03 -0.10 0.07
H -0.320 -0.936 -8.258 0.01 -0.05 -0.03
F 0.685 2.188 -8.065 -0.21 0.09 -0.04
C 1.848 1.561 -7.819 0.77 -0.42 0.16
C 2.199 1.266 -6.510 -0.19 0.08 0.07
C 3.399 0.613 -6.255 0.08 0.08 -0.34
C 4.242 0.273 -7.310 0.00 0.00 0.02
C 3.883 0.579 -8.620 -0.11 0.01 0.28
C 2.677 1.222 -8.877 -0.11 0.07 -0.16
H 1.534 1.546 -5.701 0.00 -0.02 -0.05
H 3.678 0.371 -5.236 -0.06 0.11 -0.13
H 5.181 -0.233 -7.109 -0.10 0.06 -0.03
H 4.542 0.317 -9.440 -0.11 0.03 0.06
H 2.377 1.460 -9.891 -0.01 0.01 0.06
```
Positions in Å, forces in eV/Å.

E_HOMO: -0.3822 Ha
Charge: +1
Kohn-Sham gap: 4.887 eV
Energy above the lowest of the compared OMol25 structures with the same formula, charge and spin: 421.8 kJ/mol